[1]
153
Properties=species:S:1:pos:R:3:forces:R:3 method="wB97M-V/def2-TZVPD" homo_ev=-10.205 gap_ev=5.09 max_force_ev_per_a=5.6 charge=+1
C -0.194 -3.908 3.110 0.5 1.2 0.2
C -0.883 -2.502 2.537 0.0 0.0 1.1
F -2.391 -2.589 2.493 3.7 0.1 -0.5
C -0.220 -2.042 1.103 1.5 1.6 -3.9
C -0.660 -2.668 -0.381 2.5 4.1 0.5
P -1.975 -4.050 -0.543 2.5 -3.2 -1.4
N -1.150 -5.423 -0.942 0.1 2.5 0.6
C 0.050 -2.085 -1.778 -0.7 -0.3 2.9
C -0.506 -2.763 -3.193 -0.2 0.5 -0.5
C -1.975 -2.119 -3.663 -0.3 0.7 -0.3
C -1.778 -0.719 -4.557 -0.8 -1.1 -0.2
F -3.135 -0.121 -4.846 3.2 -1.4 0.9
N 1.120 -0.972 -1.745 -1.0 -1.8 3.4
S 1.813 -0.343 -3.260 -0.1 -0.3 0.2
C 1.632 -0.362 -0.426 -1.8 -2.3 2.2
C 2.796 0.786 -0.315 0.5 0.6 -0.5
C 2.170 2.302 -0.176 -0.1 0.8 -0.7
C 0.890 2.609 -1.153 0.1 1.5 -0.3
O -0.412 2.118 -0.625 1.3 -1.6 -2.1
C 0.979 -0.879 1.024 -1.1 -2.2 -3.1
P 1.630 -0.085 2.680 -2.7 4.8 1.0
O 0.917 1.326 2.980 2.5 -4.8 -1.4
H 0.948 -3.847 2.772 -2.5 -0.4 0.5
H -0.158 -3.806 4.298 -0.4 -0.5 -2.7
H -0.738 -4.876 2.743 1.2 2.0 0.7
H -0.662 -1.695 3.389 -0.7 -1.5 -2.4
H -2.898 -3.839 -1.661 0.3 0.7 1.4
H -2.683 -4.363 0.671 0.0 1.2 -0.6
H -0.142 -5.148 -0.958 -0.9 -0.6 0.0
H -0.628 -3.946 -3.097 0.4 2.7 0.4
H 0.210 -2.593 -4.105 -1.1 -0.2 2.0
H -2.526 -2.943 -4.315 1.2 1.9 1.4
H -2.658 -1.826 -2.760 1.4 -0.7 -1.6
H -1.127 0.053 -3.964 -1.4 -1.3 -1.3
H -1.326 -1.026 -5.606 -0.9 1.0 2.2
H 2.459 -1.431 -3.881 -0.7 0.6 1.2
H 3.532 0.824 -1.253 -2.0 -0.5 1.9
H 3.521 0.650 0.623 -1.9 -0.3 -2.0
H 1.893 2.602 0.921 0.4 -0.9 -2.0
H 3.037 3.048 -0.517 -1.8 -1.7 0.7
H 0.778 3.797 -1.190 0.3 -2.6 0.1
H 1.056 2.285 -2.286 -0.2 0.5 2.4
H -0.713 1.329 -1.200 0.8 2.0 1.4
H 1.341 -0.952 3.825 0.4 0.1 -1.4
H 3.093 0.041 2.672 -1.2 -0.6 -0.3
F -2.331 -6.313 3.982 0.3 0.2 0.2
C -3.194 -6.924 3.159 -0.9 -0.6 -0.7
C -2.873 -7.069 1.814 0.1 0.1 0.1
C -3.769 -7.709 0.959 -0.3 0.0 0.3
C -4.984 -8.188 1.456 0.1 0.0 0.0
C -5.300 -8.032 2.807 0.3 0.1 -0.2
C -4.398 -7.402 3.664 0.1 0.1 0.1
H -1.928 -6.684 1.444 0.0 -0.1 -0.1
H -3.524 -7.835 -0.093 0.0 0.1 0.2
H -5.685 -8.683 0.788 0.1 0.1 0.1
H -6.248 -8.402 3.191 0.2 0.1 0.0
H -4.624 -7.281 4.718 0.1 0.0 -0.1
F 0.340 5.943 -3.097 0.4 -0.2 -0.2
C -0.801 6.294 -2.488 -1.2 0.4 0.6
C -0.954 7.594 -2.017 0.1 -0.1 0.0
C -2.143 7.961 -1.388 0.1 -0.4 -0.1
C -3.163 7.020 -1.226 0.1 0.0 0.0
C -2.999 5.717 -1.698 0.2 0.3 0.0
C -1.814 5.353 -2.337 0.1 0.0 0.0
H -0.147 8.308 -2.144 -0.1 -0.1 0.0
H -2.275 8.976 -1.023 0.2 -0.6 -0.2
H -4.089 7.306 -0.731 0.2 -0.1 -0.1
H -3.792 4.986 -1.567 0.2 0.1 0.0
H -1.672 4.347 -2.718 0.0 0.1 0.0
F 3.119 -3.059 -4.165 -0.7 0.0 -0.7
C 4.131 -3.399 -3.357 1.7 -0.6 1.3
C 3.986 -4.484 -2.499 -0.2 0.1 -0.1
C 5.042 -4.842 -1.661 0.2 0.4 -0.2
C 6.228 -4.104 -1.682 -0.1 0.0 0.0
C 6.362 -3.014 -2.543 -0.3 -0.3 0.1
C 5.310 -2.663 -3.389 -0.2 0.1 -0.1
H 3.055 -5.041 -2.491 0.1 0.0 -0.1
H 4.942 -5.694 -0.992 0.0 0.2 -0.2
H 7.049 -4.381 -1.025 -0.2 0.1 -0.2
H 7.284 -2.438 -2.554 -0.2 -0.1 -0.1
H 5.400 -1.824 -4.071 0.0 -0.1 0.0
F -3.317 10.326 -0.193 -0.5 -0.1 0.2
C -2.651 11.487 -0.160 0.7 1.4 0.1
C -3.142 12.578 -0.869 -0.1 -0.1 0.0
C -2.451 13.789 -0.831 0.3 -0.3 0.3
C -1.270 13.893 -0.092 -0.1 -0.1 0.0
C -0.782 12.791 0.611 -0.3 0.1 -0.4
C -1.479 11.583 0.582 -0.1 -0.1 0.0
H -4.057 12.477 -1.444 0.1 0.0 0.1
H -2.831 14.650 -1.375 0.0 -0.2 0.1
H -0.729 14.836 -0.067 -0.1 -0.2 0.0
H 0.140 12.872 1.182 -0.2 -0.1 -0.1
H -1.119 10.719 1.131 -0.1 0.0 0.0
F 2.457 -9.121 0.879 0.3 0.2 -0.2
C 1.547 -9.787 1.601 -0.9 -0.7 0.7
C 1.927 -10.934 2.290 0.1 0.1 -0.1
C 0.981 -11.626 3.047 -0.2 0.4 -0.2
C -0.338 -11.168 3.098 0.1 0.0 0.0
C -0.710 -10.018 2.400 0.3 -0.2 0.1
C 0.239 -9.321 1.652 0.1 0.0 0.0
H 2.954 -11.280 2.231 -0.2 0.1 0.0
H 1.269 -12.519 3.595 0.0 0.2 -0.1
H -1.076 -11.710 3.685 0.1 0.1 -0.1
H -1.738 -9.666 2.438 0.2 0.0 0.0
H -0.032 -8.421 1.110 0.0 -0.1 0.0
F 4.430 0.543 -6.728 0.1 0.1 0.2
C 3.566 -0.068 -7.550 -0.7 -0.5 -0.7
C 3.888 -0.213 -8.895 0.0 0.0 0.0
C 2.992 -0.853 -9.750 -0.2 0.0 0.5
C 1.777 -1.331 -9.253 0.0 0.0 0.0
C 1.461 -1.176 -7.902 0.3 0.1 -0.2
C 2.362 -0.546 -7.045 0.1 0.0 -0.1
H 4.833 0.173 -9.265 -0.1 0.0 0.1
H 3.237 -0.978 -10.802 0.0 0.1 0.2
H 1.076 -1.827 -9.921 0.1 0.1 0.1
H 0.513 -1.546 -7.518 0.2 0.1 -0.1
H 2.137 -0.425 -5.991 0.0 0.1 -0.1
F 5.646 -13.434 2.681 -0.1 -0.1 0.0
C 6.313 -12.272 2.714 0.5 0.9 0.0
C 5.822 -11.181 2.005 0.0 0.0 0.0
C 6.513 -9.970 2.044 0.3 -0.3 0.3
C 7.694 -9.867 2.782 -0.1 0.0 0.0
C 8.181 -10.969 3.486 -0.3 0.0 -0.2
C 7.484 -12.177 3.457 0.0 -0.1 0.0
H 4.907 -11.283 1.431 0.2 0.0 0.0
H 6.133 -9.109 1.499 0.0 -0.2 0.1
H 8.235 -8.923 2.808 -0.1 -0.2 0.0
H 9.103 -10.887 4.057 -0.2 -0.1 -0.1
H 7.844 -13.041 4.005 -0.1 0.1 -0.1
F -0.938 13.488 3.378 0.2 0.2 0.0
C -1.848 12.822 4.101 -0.8 -0.5 0.6
C -1.469 11.675 4.789 0.1 0.0 -0.1
C -2.415 10.984 5.546 -0.3 0.3 -0.2
C -3.734 11.442 5.598 0.1 0.0 0.0
C -4.106 12.591 4.899 0.4 -0.2 0.0
C -3.157 13.288 4.151 0.0 0.0 -0.1
H -0.442 11.329 4.731 -0.1 0.1 0.0
H -2.126 10.090 6.095 0.0 0.2 -0.1
H -4.472 10.900 6.185 0.1 0.1 -0.1
H -5.134 12.944 4.937 0.2 0.0 0.0
H -3.427 14.189 3.610 0.1 -0.1 0.0
F -7.085 7.103 1.258 -0.1 0.0 -0.1
C -6.073 6.763 2.067 0.8 -0.3 0.6
C -6.218 5.678 2.924 -0.1 0.0 0.0
C -5.162 5.319 3.763 0.2 0.4 -0.2
C -3.976 6.058 3.742 -0.1 0.0 0.0
C -3.842 7.148 2.881 -0.3 -0.3 0.1
C -4.894 7.499 2.035 -0.1 0.0 0.0
H -7.149 5.121 2.933 0.1 0.1 0.0
H -5.262 4.468 4.431 0.0 0.2 -0.1
H -3.154 5.781 4.399 -0.2 0.1 -0.1
H -2.920 7.724 2.869 -0.2 -0.1 0.0
H -4.804 8.338 1.353 0.0 0.0 0.1

[2]
20
Properties=species:S:1:pos:R:3:forces:R:3 method="wB97M-V/def2-TZVPD" smiles=ICCCc1cccn[nH+]1 de_lowest_kcal_mol=0.00 homo_ev=-12.613 gap_ev=7.51 max_force_ev_per_a=0.8 charge=+1
I -0.654 2.281 3.286 0.1 0.0 -0.1
C 0.110 2.070 1.299 -0.1 -0.1 0.2
C -0.984 1.699 0.316 0.4 -0.5 -0.4
C -1.387 0.199 0.393 0.3 0.7 0.3
C -0.319 -0.651 -0.188 0.0 -0.2 -0.5
C -0.122 -0.829 -1.568 0.6 -0.3 0.3
C 0.939 -1.613 -1.957 -0.4 0.3 -0.2
C 1.770 -2.200 -0.988 -0.3 0.2 0.0
N 1.564 -2.038 0.291 0.0 0.0 0.1
N 0.534 -1.275 0.619 -0.1 0.1 0.1
H 0.877 1.306 1.376 0.1 -0.1 -0.1
H 0.611 2.984 1.008 -0.1 0.2 0.2
H -0.586 1.888 -0.684 -0.1 0.1 -0.1
H -1.866 2.314 0.443 -0.1 0.1 0.1
H -1.534 -0.047 1.444 -0.3 -0.2 0.0
H -2.306 0.052 -0.163 -0.2 -0.2 0.0
H -0.791 -0.357 -2.269 0.0 0.0 -0.1
H 1.148 -1.791 -3.002 0.0 0.0 -0.1
H 2.605 -2.817 -1.275 0.1 -0.1 0.1
H 0.391 -1.174 1.619 0.1 -0.1 0.1

[3]
14
Properties=species:S:1:pos:R:3:forces:R:3 method="wB97M-V/def2-TZVPD" de_lowest_kcal_mol=93.95 homo_ev="-8.060 / -8.059" gap_ev="8.07 / 8.06" max_force_ev_per_a=4.2
C -1.587 -0.703 -0.123 -0.8 0.1 -1.6
C -0.442 -1.432 -0.369 0.3 4.1 0.6
C -1.028 1.224 1.212 0.1 0.2 -1.7
C -1.318 0.719 -0.142 0.1 -1.2 0.7
C 1.409 0.403 -1.148 1.6 -0.1 0.7
C 0.304 1.094 0.882 0.3 0.9 2.5
C 0.626 -0.490 -0.284 0.1 -0.5 -1.8
C 0.157 0.912 -0.531 -0.3 -1.2 0.1
H -2.486 -1.231 0.124 -0.6 0.4 0.5
H -0.378 -2.417 -0.128 0.3 -2.9 0.2
H -1.631 1.413 2.067 -0.2 -0.4 0.5
H 2.342 0.883 -0.680 -1.3 -0.6 -0.9
H 1.489 0.162 -2.190 -0.1 0.1 -0.4
H 1.194 0.844 1.426 0.4 1.1 0.6